No. 1
A molecular structure, C51H35ClF15GeN8O2PSTa at a distorted geometry. Source: the Open Molecules 2025 dataset; level of theory: the ωB97M-V functional and the def2-TZVPD basis.

Geometry (Å):
Ta  -0.0617  0.4189  0.8642
C  1.5563  -1.6964  6.0614
N  0.8492  -0.9429  5.0398
C  -0.1819  -0.0751  5.2673
C  -0.5379  0.4232  4.0523
N  0.2497  -0.1334  3.0843
C  1.0768  -0.9615  3.7106
P  2.5250  -1.7482  2.9608
C  1.5937  -2.5726  1.6551
N  0.8759  -1.9307  0.7441
C  0.4507  -2.8895  -0.1349
C  0.9198  -4.1056  0.2557
N  1.6541  -3.8951  1.3880
C  2.3378  -4.9158  2.1569
C  3.0953  -0.2976  2.0138
N  2.3170  0.5688  1.3805
C  3.1339  1.5360  0.8852
C  4.4281  1.2406  1.2064
N  4.3927  0.0770  1.9198
C  5.5465  -0.6114  2.4681
H  0.9685  -1.6596  6.9744
H  1.6657  -2.7338  5.7531
H  2.5383  -1.2636  6.2466
H  -0.5665  0.1073  6.2543
H  -1.3083  1.1305  3.8146
H  -0.1378  -2.6485  -0.9990
H  0.8045  -5.0848  -0.1730
H  2.1643  -5.8741  1.6746
H  3.4095  -4.7238  2.1869
H  1.9428  -4.9574  3.1713
H  2.7365  2.3834  0.3577
H  5.3520  1.7509  1.0006
H  6.4351  -0.0463  2.2013
H  5.4742  -0.6710  3.5529
H  5.6264  -1.6125  2.0477
Cl  -3.2199  6.9563  2.1290
C  -2.2517  5.5270  2.0383
C  -1.7238  4.9778  3.2128
C  -0.9409  3.8439  3.1848
C  -0.6860  3.1993  1.9640
O  0.0765  2.1297  1.9096
C  -1.2045  3.7787  0.7849
C  -0.8443  3.1999  -0.4672
O  -0.3028  2.0960  -0.6114
C  -1.9768  4.9496  0.8240
H  -1.9313  5.4668  4.1550
H  -0.5051  3.4562  4.0953
H  -1.0398  3.7843  -1.3750
H  -2.3497  5.3857  -0.0929
F  4.3084  0.5433  -4.0900
C  4.2318  1.6152  -3.2994
C  3.0243  2.0064  -2.7400
C  3.0947  3.1014  -1.8990
F  1.9886  3.5220  -1.2599
C  4.2627  3.7908  -1.6240
F  4.2612  4.8225  -0.7844
C  5.4451  3.3745  -2.2165
F  6.5771  4.0051  -1.9610
C  5.4281  2.2761  -3.0586
F  6.5549  1.8515  -3.6161
Ge  1.3194  1.0512  -3.0692
S  0.8846  -0.2658  -1.3806
C  1.5904  -0.0625  -4.6683
C  1.7576  0.6047  -5.8663
F  1.7789  1.9503  -5.8626
C  1.9493  -0.0322  -7.0785
F  2.1063  0.6647  -8.1985
C  1.9911  -1.4177  -7.1049
F  2.1741  -2.0579  -8.2468
C  1.8444  -2.1254  -5.9223
F  1.8865  -3.4542  -5.9367
C  1.6522  -1.4431  -4.7299
F  1.5290  -2.1943  -3.6302
C  -0.1034  2.2615  -3.6889
C  -1.2548  1.6548  -4.1596
F  -1.3426  0.3178  -4.1423
C  -2.3263  2.3573  -4.6826
F  -3.4152  1.7221  -5.1044
C  -2.2516  3.7393  -4.7610
F  -3.2639  4.4347  -5.2476
C  -1.0978  4.3841  -4.3405
F  -1.0034  5.7052  -4.4387
C  -0.0449  3.6373  -3.8288
F  1.0615  4.3132  -3.4951
C  -3.5489  -6.6956  1.4281
C  -2.9500  -5.3257  1.5260
C  -3.1395  -4.3722  0.5316
C  -2.5467  -3.1251  0.6594
N  -1.7929  -2.7729  1.6954
C  -1.6289  -3.6781  2.6546
C  -2.1700  -4.9518  2.6168
H  -4.3971  -6.7068  0.7467
H  -3.8826  -7.0495  2.4026
H  -2.8116  -7.4080  1.0533
H  -3.7508  -4.5912  -0.3340
H  -2.6842  -2.3713  -0.1083
H  -1.0298  -3.3649  3.5068
H  -2.0033  -5.6385  3.4372
C  -3.4536  -0.2439  3.2308
C  -4.0193  -0.0427  1.8593
C  -5.4012  -0.0929  1.6957
C  -5.9877  0.0353  0.4519
C  -5.1827  0.1954  -0.6652
C  -3.8026  0.2586  -0.5472
C  -2.9550  0.3479  -1.7753
C  -3.2161  0.1706  0.7297
N  -1.8292  0.2488  0.8057
H  -4.0538  -0.9703  3.7805
H  -3.4601  0.6844  3.8072
H  -2.4392  -0.6262  3.1751
H  -6.0205  -0.2534  2.5692
H  -7.0630  -0.0111  0.3478
H  -5.6269  0.2642  -1.6499
H  -3.5798  0.4072  -2.6655
H  -2.3058  -0.5254  -1.8702
H  -2.2916  1.2140  -1.7574

Forces on the atoms, in the same order (eV/Å):
1.0053 0.3006 -0.4008
0.0873 -0.0266 0.0633
-0.1533 0.0062 -0.1128
-0.0523 0.1177 -0.0214
0.0264 0.1121 0.1232
-0.4299 -0.5397 0.1637
0.3879 0.3002 -0.0095
-0.0114 -0.1281 -0.0203
0.2443 0.2392 -0.1610
-0.7014 -0.0309 0.4243
0.0242 -0.0855 -0.0486
-0.0088 -0.0095 -0.1396
-0.1311 0.2047 -0.0925
0.1001 -0.1087 0.0773
-0.2364 -0.1237 0.0187
0.1152 -0.0931 0.0672
0.1070 0.0680 0.0335
-0.0394 0.0876 -0.0701
-0.1447 0.1067 -0.0311
0.1076 -0.0748 0.0618
0.0343 -0.0186 0.0062
0.0154 0.0181 0.0270
-0.0095 -0.0282 0.0230
-0.0352 -0.0041 0.0243
0.0584 0.0259 0.0304
-0.0766 -0.0006 -0.0155
-0.0305 -0.0186 -0.0112
0.0227 0.0089 0.0249
-0.0255 -0.0156 0.0182
0.0229 -0.0136 -0.0191
0.0278 -0.0563 0.1141
0.0251 0.0230 -0.0155
0.0095 -0.0263 0.0251
0.0287 -0.0191 -0.0240
0.0219 0.0140 0.0260
-0.0342 0.0373 0.0083
0.0265 -0.0382 -0.0973
0.0152 -0.0375 -0.0347
-0.0067 0.0561 -0.1046
-0.0760 0.2412 -0.1773
-0.0025 0.1944 0.2757
0.0134 -0.1414 0.1753
0.0433 -0.0919 0.1208
-0.2108 0.2974 0.0105
0.0331 0.0129 0.2082
-0.0036 0.0162 0.0120
0.0075 -0.0474 -0.0116
-0.0049 -0.0152 -0.0281
-0.0217 0.0195 -0.0369
-0.0384 -0.1224 -0.1332
0.0763 0.0476 0.1007
0.0293 0.1013 -0.1165
0.0840 0.1114 -0.0468
-0.0472 0.0515 0.0655
-0.0488 -0.1971 -0.1635
0.0052 0.0916 0.0779
-0.2989 -0.1390 -0.0379
0.2072 0.1192 0.0483
-0.1713 0.0473 0.0964
0.1097 -0.0277 -0.0486
-0.0302 -0.0641 0.2221
0.3515 -0.1350 -0.6346
0.1168 -0.0754 0.0839
0.0740 0.0633 -0.1396
0.0192 0.0463 -0.0756
-0.0152 -0.0530 0.0960
0.0103 0.0173 -0.0574
-0.0504 0.1297 0.2366
0.0231 -0.0754 -0.1299
-0.0209 0.2058 0.0096
0.0094 -0.1041 -0.0107
-0.0558 -0.1172 -0.0677
0.0001 -0.0186 0.0048
0.0129 0.0948 -0.0641
-0.0500 -0.0171 -0.0635
-0.0426 -0.0347 -0.0055
0.0773 0.0602 0.0584
-0.0462 -0.0138 -0.0198
0.2222 -0.1315 0.0924
-0.1238 0.0914 -0.0612
0.0217 -0.2283 0.0385
0.0028 0.1043 -0.0106
-0.0625 0.0806 -0.0583
-0.0291 0.0385 -0.0600
-0.0321 -0.0521 -0.0096
0.0223 0.0772 -0.0270
0.0306 0.0175 0.0439
-0.0909 -0.0698 -0.0232
-0.1475 0.0385 0.2961
0.0373 -0.0260 -0.0098
-0.0023 -0.0051 -0.0098
-0.0137 -0.0080 -0.0119
0.0005 -0.0093 0.0104
0.0027 -0.0086 -0.0008
-0.0125 -0.0099 -0.0167
-0.0215 0.0266 -0.0295
0.0148 0.0064 0.0422
0.0049 -0.0213 0.0123
0.0457 -0.1239 -0.0199
-0.1847 0.0660 -0.0767
0.0609 -0.0238 -0.0147
-0.0163 -0.0007 -0.0324
0.0259 0.0240 0.0377
-0.1654 -0.0463 0.0496
0.0628 0.0516 -0.0239
-0.0082 -0.1094 -0.1498
0.0769 -0.4037 0.2618
-0.0329 0.0253 0.0055
0.0234 0.0463 0.0047
-0.1030 -0.0627 -0.0378
-0.0217 -0.0080 0.0336
-0.0228 0.0037 -0.0011
-0.0218 0.0039 -0.0277
-0.0006 -0.0168 -0.0008
0.0371 0.0074 -0.0036
-0.0339 -0.0512 0.0235

- highest occupied orbital energy (eV) = -9.98
- E (eV) = -200944.87168
- energy relative to the best compared isomer or geometry (same formula, charge and spin) (eV) = 0.277
- charge = +1
- max |F| (eV Å⁻¹) = 1.12

=====

No. 2
C8H15N3O4 in the gas phase at a distorted geometry. Source: the Open Molecules 2025 dataset; level of theory: the ωB97M-V functional and the def2-TZVPD basis.

Geometry (Å):
C  -0.6590  -0.1859  -0.3973
C  0.2771  -0.0348  -1.6398
C  -1.9384  -0.9131  -0.7335
C  -2.9604  -1.1329  0.4212
C  -2.1941  -1.5353  1.6748
C  2.2157  0.8184  -0.2245
C  2.1398  2.3380  0.0042
C  3.7030  0.4263  -0.2070
H  -1.6002  1.6301  -0.3542
H  -1.2057  0.9753  1.1255
H  -0.1070  -0.7594  0.3539
H  -2.5268  -0.4208  -1.5145
H  -1.6806  -1.9230  -1.1007
H  -3.4347  -0.1864  0.6798
H  -3.7350  -1.9111  0.1600
H  -2.8732  -3.4776  1.4942
H  -1.9084  -3.1621  2.9216
H  1.9779  0.6615  -2.3031
H  1.7228  0.2873  0.6816
H  4.2485  0.8136  0.6740
H  3.8010  -0.6863  -0.2510
H  4.2340  0.7961  -1.0476
H  1.6633  3.9701  -0.7636
N  -0.8807  1.1234  0.1671
N  -2.3700  -2.8163  2.0853
N  1.5846  0.3545  -1.4327
O  -0.1452  -0.2028  -2.7659
O  -1.5304  -0.7390  2.3491
O  2.5438  2.8591  1.0046
O  1.6384  3.0332  -1.0614

Forces on the atoms, in the same order (eV/Å):
0.6593 0.0666 -0.3675
-0.5337 0.2444 0.6399
-0.9901 -1.4140 -0.5290
0.7918 -0.3222 0.3407
-0.3009 0.4576 1.3004
-0.3881 -0.6787 1.4890
-0.4876 -0.3759 -0.4614
0.0352 -1.1673 0.9515
0.3275 -0.1766 0.1768
0.0422 0.2575 -0.2617
-0.0437 -0.0069 -0.0531
0.5422 0.0458 -0.2046
-0.0535 0.4007 -0.1597
-0.2076 -0.0834 -0.0915
0.8189 0.9744 0.0987
0.3535 0.4115 0.4961
-0.1054 0.2694 -0.3968
0.3760 0.0595 -0.2438
0.6989 1.1974 -1.4843
-0.5958 -0.2582 -0.2668
-0.1438 0.8491 0.1836
0.3263 0.5182 -1.0566
-0.0535 -0.5806 -0.3302
-0.1459 0.6435 0.4848
-0.1272 -0.7237 -0.3789
-0.7360 -0.2652 0.0209
0.0949 -0.0726 -0.0474
-0.5074 -0.7062 -0.8212
-0.0727 0.1959 -0.0450
0.4263 0.2398 1.0171

- highest occupied orbital energy (eV) = -9.22
- E (eV) = -21201.11176
- energy relative to the best compared isomer or geometry (same formula, charge and spin) (eV) = 0.466
- max |F| (eV Å⁻¹) = 2.03